C4H6NO4 | ωB97M-V with the def2-TZVPD basis set

Structure (XYZ):
```
15
Properties=species:S:1:pos:R:3:forces:R:3:nbo_charge:R:1
C -0.5134 2.4762 1.9116 0.501 -0.184 0.286 1.051
C 0.3222 0.3926 -1.4344 -0.216 0.040 0.288 -0.643
C 0.4724 -2.0480 -0.5562 -0.183 0.248 0.325 -0.633
C 0.0273 -0.6330 -0.3804 0.274 0.600 -0.384 0.054
N -0.5630 -0.2548 0.7284 0.276 -0.046 -0.520 0.400
O -1.5495 2.9560 2.1531 -1.248 0.357 -0.002 -0.609
O 0.6573 2.4530 1.9623 1.184 -0.154 -0.049 -0.625
O -0.7745 -1.0725 1.6628 -0.097 -0.290 0.554 -0.604
O -1.0168 0.9793 0.8333 -0.696 -0.248 -0.245 -0.636
H 0.1568 -0.0088 -2.4344 0.010 -0.076 -0.119 0.183
H 1.3585 0.7406 -1.3742 0.073 0.028 -0.069 0.195
H -0.3276 1.2519 -1.2743 0.092 -0.022 -0.121 0.251
H 1.1430 -2.3501 0.2508 0.019 -0.105 0.045 0.216
H 0.9882 -2.1534 -1.5098 0.032 -0.014 -0.044 0.189
H -0.3811 -2.7291 -0.5385 -0.021 -0.134 0.055 0.211
```
Positions in Å, forces in eV/Å.

The value obtained for the highest occupied orbital energy is -3.481 eV. The value obtained for the total energy is -13924.3642 eV. Its relative energy (zero: lowest compared OMol25 entry of this formula, charge and spin) is 354.0 kJ/mol. As for the net charge: -1. The value obtained for the strongest force on any atom is 1.3 eV/A. The calculation puts the HOMO-LUMO gap at 7.358 eV. Its multiplicity is 1.